No. 1
Density functional theory data (the ωB97M-V functional and the def2-TZVPD basis) for C42H51N4O3S5SiV as an isolated structure.

As for the net charge: -1. The spin multiplicity is 4. The total energy is -144227.939 eV. The highest occupied orbital energy (spin up / spin down) is -3.5 / -4.0 eV. The strongest force on any atom is 0.8 eV Å⁻¹. Its energy above the lowest of the compared OMol25 structures with the same formula, charge and spin is 28.9 kcal per mole. As for the frontier orbital gap (spin up / spin down): 5.60 / 6.05 eV.

Atoms and positions in Å:
V: -0.55 -0.18 0.36
O: -4.43 2.47 3.44
C: -3.47 2.09 4.33
C: -3.58 2.48 5.66
C: -2.61 2.12 6.59
C: -1.52 1.37 6.19
C: -1.42 0.99 4.87
C: -2.37 1.33 3.91
C: -2.11 0.84 2.52
O: -0.99 0.27 2.31
N: -3.06 1.03 1.63
N: -2.68 0.50 0.39
C: -3.63 0.49 -0.45
S: -3.43 -0.12 -2.09
C: -5.21 -0.34 -2.34
C: -5.92 0.83 -1.70
S: -5.25 1.06 -0.02
H: -5.10 2.97 3.92
H: -4.43 3.08 5.97
H: -2.72 2.44 7.62
H: -0.76 1.08 6.91
H: -0.57 0.41 4.52
H: -5.52 -1.29 -1.89
H: -5.39 -0.38 -3.42
H: -6.99 0.65 -1.60
H: -5.76 1.74 -2.28
C: -2.14 5.60 2.41
C: -1.64 5.97 1.00
S: -1.17 4.58 -0.07
C: 0.62 4.47 0.16
C: 1.11 4.52 1.60
S: 0.30 3.26 2.64
C: 0.56 4.05 4.26
C: -0.65 4.84 4.74
S: -1.12 6.29 3.75
H: -2.19 4.52 2.53
H: -3.15 6.00 2.55
H: -0.80 6.67 1.05
H: -2.44 6.48 0.45
H: 1.11 5.27 -0.40
H: 0.91 3.52 -0.30
H: 0.91 5.50 2.03
H: 2.19 4.35 1.61
H: 1.46 4.67 4.21
H: 0.75 3.24 4.96
H: -0.45 5.24 5.73
H: -1.51 4.18 4.82
C: -1.03 -2.20 0.17
C: -1.28 -3.39 0.09
C: -1.45 -4.80 -0.02
C: -2.54 -5.36 -0.69
C: -2.67 -6.74 -0.81
C: -1.73 -7.59 -0.25
C: -0.64 -7.05 0.42
C: -0.50 -5.68 0.54
H: -3.27 -4.70 -1.12
H: -3.53 -7.15 -1.33
H: -1.84 -8.66 -0.34
H: 0.11 -7.70 0.86
H: 0.35 -5.25 1.06
C: 4.06 -1.94 -3.18
C: 3.32 -0.84 -3.91
N: 2.34 -1.35 -4.87
C: 2.84 -2.21 -5.94
C: 2.46 -3.67 -5.73
C: 1.06 -0.92 -4.98
O: 0.35 -1.23 -5.93
C: 0.51 -0.03 -3.90
C: 0.20 1.29 -4.19
C: -0.34 2.10 -3.20
C: -0.55 1.54 -1.96
N: -0.27 0.26 -1.67
C: 0.25 -0.51 -2.62
H: 4.72 -1.51 -2.43
H: 4.67 -2.54 -3.86
H: 3.37 -2.60 -2.66
H: 4.03 -0.20 -4.46
H: 2.81 -0.21 -3.19
H: 3.92 -2.09 -5.97
H: 2.42 -1.85 -6.88
H: 2.89 -4.05 -4.81
H: 2.82 -4.28 -6.56
H: 1.37 -3.76 -5.68
H: 0.37 1.67 -5.19
H: -0.59 3.13 -3.38
H: -0.99 2.12 -1.15
H: 0.47 -1.54 -2.34
C: 2.99 1.06 -0.50
Si: 2.06 -0.22 0.64
C: 2.84 0.23 2.34
C: 3.01 -1.85 0.22
C: 2.33 -3.02 -0.12
C: 3.01 -4.20 -0.42
C: 4.39 -4.24 -0.39
C: 5.09 -3.09 -0.04
C: 4.41 -1.92 0.26
H: 4.03 0.79 -0.70
H: 2.99 2.04 -0.01
H: 2.49 1.19 -1.47
H: 3.93 0.36 2.31
H: 2.62 -0.55 3.07
H: 2.40 1.15 2.71
H: 1.25 -3.01 -0.13
H: 2.44 -5.09 -0.68
H: 4.92 -5.15 -0.62
H: 6.18 -3.11 -0.01
H: 4.98 -1.04 0.53

---

No. 2
Density functional theory data (the ωB97M-V functional and the def2-TZVPD basis) for a 5-piece molecular cluster, C4H16N2O6 overall in a non-equilibrium geometry.

The SMILES is CNCC(=O)NC=O.O.O.O.O. The total energy is -19673.385 eV. The highest occupied orbital energy is -9.4 eV. The strongest force on any atom is 3.1 eV Å⁻¹. Its energy above the lowest of the compared OMol25 structures with the same formula, charge and spin is 10.7 kcal per mole. As for the frontier orbital gap: 9.62 eV.

Atoms and positions in Å:
O: -1.31 -0.25 -0.88
C: -0.71 -1.04 -0.16
N: -0.96 -1.08 1.22
C: -1.89 -0.20 1.82
O: -1.97 -0.22 3.02
C: 0.27 -2.07 -0.75
N: 1.45 -2.38 0.04
C: 2.39 -1.24 0.21
H: -0.40 -1.64 1.80
H: -2.45 0.45 1.15
H: -0.28 -3.00 -0.94
H: 0.59 -1.66 -1.75
H: 1.25 -2.85 0.94
H: 3.30 -1.64 0.64
H: 1.99 -0.45 0.83
H: 2.57 -0.83 -0.78
H: 1.95 1.99 -0.91
H: 0.48 2.40 -1.08
O: 1.31 2.27 -1.58
H: -1.28 1.44 -0.42
H: -1.53 2.96 -0.75
O: -1.02 2.34 -0.19
H: 0.77 1.00 -2.71
H: -0.34 0.06 -2.59
O: 0.36 0.27 -3.14
H: 1.11 2.03 2.24
H: 0.34 2.09 0.92
O: 1.13 1.72 1.33

---

No. 3
Density functional theory data (the ωB97M-V functional and the def2-TZVPD basis) for one molecule with the formula C3H10FN2O2PS2 in a non-equilibrium geometry.

The SMILES is NCCCN([PH2]=S)S(=O)(=O)F. The total energy is -44021.043 eV. The highest occupied orbital energy is -9.4 eV. The strongest force on any atom is 7.0 eV Å⁻¹. As for the frontier orbital gap: 8.00 eV.

Atoms and positions in Å:
N: 3.28 -0.53 -0.71
C: 1.84 -0.76 -0.22
C: 1.32 0.67 0.47
C: -0.24 0.63 0.97
N: -1.07 0.09 -0.17
P: -1.77 -1.51 0.17
S: -0.68 -2.67 1.29
S: -2.30 1.27 -0.65
O: -1.57 2.48 -1.30
O: -3.13 1.73 0.60
F: -3.25 0.51 -1.87
H: 3.73 0.04 0.05
H: 3.28 0.05 -1.59
H: 1.17 -1.08 -1.15
H: 1.93 -1.64 0.59
H: 1.36 1.47 -0.42
H: 2.09 1.05 1.27
H: -0.57 1.77 1.12
H: -0.41 0.11 2.01
H: -1.87 -2.19 -1.14
H: -3.13 -1.47 0.69

---

No. 4
Density functional theory data (the ωB97M-V functional and the def2-TZVPD basis) for a 3-piece molecular cluster, C4H13NO2 overall.

The SMILES is C=CCCN.O.O. The total energy is -9942.833 eV. The highest occupied orbital energy is -9.4 eV. The strongest force on any atom is 0.7 eV Å⁻¹. Its energy above the lowest of the compared OMol25 structures with the same formula, charge and spin is 31.5 kcal per mole. As for the frontier orbital gap: 10.11 eV.

Atoms and positions in Å:
C: 0.53 0.70 -0.52
C: -0.04 -0.66 -0.92
C: -1.51 -0.74 -0.60
C: -2.44 -0.69 -1.55
N: 1.88 0.97 -1.05
H: -0.19 1.50 -0.73
H: 0.65 0.69 0.57
H: 0.11 -0.86 -1.98
H: 0.51 -1.42 -0.38
H: -1.74 -0.92 0.44
H: -2.13 -0.47 -2.56
H: -3.47 -0.96 -1.38
H: 2.46 1.21 -0.25
H: 1.93 1.79 -1.65
H: 4.88 -2.03 1.93
H: 3.53 -2.61 1.52
O: 4.25 -2.73 2.15
H: -3.47 2.90 2.78
H: -3.02 1.94 1.68
O: -2.72 2.38 2.48

---

The highest strongest force on any atom belongs to which entry?
C3H10FN2O2PS2